No. 1
8
Properties=species:S:1:pos:R:3:forces:R:3:mulliken_charge:R:1 method="wB97M-V/def2-TZVPD" e_homo_ev=-9.35 lumo_ev=1.1 gap_ev=10.4895 total_charge=0
F 1.332 -1.549 -0.052 0.41 0.13 0.14 -0.21
C 0.647 -0.527 0.446 -3.58 1.56 -2.43 0.02
C -0.865 0.114 -0.498 3.04 -1.26 2.03 -0.52
N 0.485 0.592 -0.410 0.28 -0.91 0.11 -0.08
F 0.656 1.854 0.216 -0.07 0.05 0.14 -0.21
H 0.480 -0.541 1.512 0.00 0.19 0.00 0.40
H -1.121 -0.349 -1.433 -0.09 0.15 -0.21 0.28
H -1.614 0.406 0.218 0.00 0.09 0.22 0.32

No. 2
8
Properties=species:S:1:pos:R:3:forces:R:3:mulliken_charge:R:1 method="wB97M-V/def2-TZVPD" e_homo_ev="-7.76 / -7.70" lumo_ev="0.7 / 0.7" gap_ev="8.4665 / 8.4318" total_charge=0
C 0.281 0.124 0.584 -2.05 -0.82 -1.04 0.02
C -1.961 0.189 -0.379 2.16 0.25 5.54 0.06
N 1.152 0.008 -0.283 -0.01 0.82 0.80 -0.43
F -2.744 1.124 0.267 0.61 -0.62 -0.61 -0.23
F -2.414 -1.018 -0.017 -0.19 -0.02 -0.61 -0.20
H -0.027 -0.001 1.732 1.34 0.45 -2.28 0.27
H -1.883 0.405 -1.369 0.02 0.20 -2.99 0.25
H 2.206 0.011 -0.412 -1.89 -0.26 1.18 0.27

No. 3
9
Properties=species:S:1:pos:R:3:forces:R:3:mulliken_charge:R:1 method="wB97M-V/def2-TZVPD" e_homo_ev="-8.51 / -8.88" lumo_ev="0.0 / 0.1" gap_ev="8.5459 / 9.0057" total_charge=0
C 0.318 1.717 -1.061 -0.28 -1.09 0.18 0.11
C 0.128 -0.890 -0.035 0.64 0.60 -0.84 0.37
N -0.539 -0.686 1.128 -1.16 -2.25 1.09 -0.42
O 0.220 2.701 -0.448 0.11 0.47 0.48 -0.29
F -0.599 -1.583 -0.975 1.30 0.42 1.14 -0.24
F 1.414 -1.392 0.083 -1.34 0.01 -0.62 -0.27
H 0.046 1.605 -2.124 0.06 -0.11 -0.43 0.24
H -0.311 0.083 1.711 0.52 0.71 0.02 0.28
H -0.678 -1.554 1.721 0.16 1.25 -1.02 0.22

no.,E (eV)
1,-9043.180
2,-9043.015
3,-11091.420